Entry 1:
The following is a quantum chemistry calculation of a single C5H9NS molecule in a non-equilibrium geometry, from the OMol25 dataset.

The calculation puts the HOMO energy at -7.7 eV. The value obtained for the max |F| is 3.46 eV/Å. Its HOMO-LUMO gap is 8.42 eV.

Element x y z (Å)
H 1.816 -2.084 -0.399
C 0.593 -0.951 -1.725
C -0.819 0.836 1.759
H 0.287 0.898 -2.810
H 2.263 -0.627 1.262
H -2.123 2.220 2.063
C 1.141 -1.257 -0.530
C -0.259 0.254 -2.086
C 1.240 -0.340 0.708
N -1.830 1.284 2.398
H 1.233 0.798 0.530
H -2.425 0.685 3.120
H -1.166 -0.145 -2.576
H 0.792 -1.698 -2.448
S -0.085 -0.605 1.945
H -0.658 0.731 -1.211

Entry 2:
The following is a quantum chemistry calculation of a single C21H28N2O4 molecule, from the OMol25 dataset.

The calculation puts the HOMO energy at -7.3 eV. The value obtained for the max |F| is 0.68 eV/Å. The SMILES is COc1ccccc1N1CCN(Cc2ccc(OC)c(OC)c2OC)CC1. Its HOMO-LUMO gap is 8.17 eV.

Element x y z (Å)
N -0.427 -0.176 0.807
C 1.950 2.600 6.173
H -3.084 -4.091 -4.152
C 0.541 0.652 0.111
O -0.246 -2.987 -2.094
H 0.280 -1.958 -0.116
N 1.014 1.864 2.220
H 2.537 3.523 6.235
H -4.755 0.412 -5.889
C -1.924 -1.813 -3.461
H -3.915 1.425 -4.689
C -2.862 -0.763 -3.519
C 5.042 1.998 3.407
H -3.664 -2.822 -5.264
H 0.348 0.859 3.924
H 1.529 0.157 0.076
C 3.396 1.747 1.690
H 0.982 -0.865 2.242
H -2.537 0.409 -0.373
H -3.806 0.830 -2.432
C -0.660 -1.428 0.108
H 1.361 2.657 0.320
H 6.072 2.046 3.729
H -0.917 1.465 2.835
H 2.483 1.796 6.691
O 1.655 2.261 4.843
H 0.558 -3.142 -4.005
H 5.502 1.726 1.337
C 2.695 2.081 3.961
C 4.723 1.820 2.079
C -0.006 -0.369 2.181
H 4.288 2.288 5.375
H -1.254 -2.073 0.764
O -3.503 -0.608 -4.717
O -1.709 -2.596 -4.585
H 0.196 0.804 -0.914
C 0.068 0.991 2.882
H -0.334 2.479 0.802
H -0.740 -1.000 2.687
H -2.444 -3.997 -5.816
C -3.085 0.030 -2.406
C 0.653 2.002 0.827
C -1.193 -2.026 -2.288
H 0.985 2.756 6.654
C 2.350 1.861 2.604
C -4.404 0.460 -4.859
C -1.425 -1.205 -1.171
H -5.259 0.361 -4.181
H -0.471 -4.505 -3.499
H 3.180 1.592 0.645
C -2.373 -0.205 -1.244
C 4.025 2.129 4.341
H 1.126 -4.276 -2.749
C -2.796 -3.415 -4.966
C 0.256 -3.762 -3.160

Entry 3:
The following is a quantum chemistry calculation of a molecular structure, C34H22F5IMnN4PS3 in a non-equilibrium geometry, from the OMol25 dataset.

The multiplicity is 4. The calculation puts the HOMO energy (spin up / spin down) at -15.9 / -15.9 eV. The value obtained for the max |F| is 1.59 eV/Å. The net charge is +3. Its HOMO-LUMO gap (spin up / spin down) is 5.32 / 4.33 eV.

Element x y z (Å)
C 2.442 -0.891 -4.071
C 2.588 -1.017 -1.671
H -1.052 3.079 -2.719
H -0.613 -0.284 4.645
H 0.395 -2.681 2.288
Mn -0.798 1.234 0.250
N -1.825 3.673 -2.481
C 1.283 -2.061 2.338
N -2.079 2.926 -0.235
S 0.889 2.273 1.371
C -1.074 -5.264 -0.186
H 3.190 -1.191 -0.789
H -4.015 3.387 3.498
C 3.372 -1.505 3.394
H 2.017 -3.009 4.110
F 3.350 4.016 1.467
H -5.537 -4.312 -0.221
F 3.683 4.665 -3.152
H 0.494 -0.478 -4.875
H 0.017 -0.393 3.054
H -5.113 -1.896 -0.467
C -4.277 -2.575 -0.356
C 3.188 -1.089 -2.919
C 3.609 -0.537 2.426
C -2.991 -2.106 -0.361
C -3.269 2.647 3.261
H 4.104 -1.679 4.171
F 4.577 5.147 -0.657
H -0.591 -0.368 -2.689
C 1.221 -0.757 -1.572
C 2.902 3.796 0.253
C 0.474 -0.555 -2.738
H -3.621 -5.870 -0.130
C -3.974 3.973 0.573
H 2.887 0.423 0.658
F 0.268 1.939 -1.389
F 1.501 3.046 -3.546
C 2.687 -0.328 1.413
C 3.541 4.370 -0.838
H 1.556 -3.198 -0.165
H -1.315 -6.319 -0.170
C -2.125 -4.325 -0.188
H 4.244 -1.315 -2.986
C 0.516 -3.493 -0.183
C -0.473 -2.522 -0.149
I -2.907 -0.022 -0.786
C -2.705 2.400 2.060
C -1.840 -2.918 -0.228
C 1.527 -1.103 1.347
P 0.316 -0.857 0.014
C -4.520 -3.948 -0.235
C 1.371 2.756 -1.235
C 2.205 -2.257 3.356
C 0.230 -4.858 -0.224
C -1.563 0.905 3.309
C -2.435 3.638 -1.289
H 1.040 -5.573 -0.258
C -2.961 3.113 0.826
H 4.514 0.055 2.455
H 2.916 -0.950 -5.042
N -1.742 1.380 2.081
S -3.864 4.602 -1.013
C 3.083 4.122 -2.133
C 1.976 3.296 -2.338
H -2.196 4.247 -3.220
H -4.784 4.251 1.228
C 1.783 2.978 0.069
S -2.627 1.626 4.476
N -0.693 -0.036 3.671
C 1.081 -0.622 -3.979
C -3.457 -4.801 -0.176

Entry 4:
The following is a quantum chemistry calculation of a molecular structure, C5H6O in a non-equilibrium geometry, from the OMol25 dataset.

The calculation puts the HOMO energy at -8.9 eV. The value obtained for the max |F| is 2.03 eV/Å. Its HOMO-LUMO gap is 10.00 eV.

Element x y z (Å)
C 1.046 0.134 -0.783
H 0.446 0.196 2.112
H -1.841 -0.053 0.841
C -1.037 0.494 0.362
H 0.817 -2.032 0.127
C 0.541 -0.995 0.031
H 1.097 0.424 -1.797
H -0.952 -0.647 -1.692
O 1.272 1.025 0.314
H -1.299 1.548 0.206
C -0.484 -0.297 -0.773
C 0.329 0.204 1.032

Entry 5:
The following is a quantum chemistry calculation of 3 unconnected molecules or ions with the total composition C14H13F17N2O4S in a non-equilibrium geometry, from the OMol25 dataset.

The calculation puts the HOMO energy at -9.9 eV. The value obtained for the max |F| is 8.13 eV/Å. The SMILES is FC(F)C(F)(F)COC(F)(F)C(F)F.FC(F)C(F)(F)COC(F)(F)C(F)F.[H]/N=C/CN(C#C)S(=O)(=O)F. Its HOMO-LUMO gap is 9.29 eV.

Element x y z (Å)
F -0.116 3.544 0.979
H 1.722 0.891 2.151
H 4.154 0.492 1.312
C -1.196 5.328 -1.898
C 4.154 -2.011 0.463
H 2.267 3.387 -3.839
F -2.209 -1.633 3.598
F 5.393 -2.544 0.590
H -2.990 6.625 -3.013
F 0.146 0.664 0.967
O -0.892 6.009 0.718
C 3.224 -3.032 -0.203
N 0.199 4.990 -1.447
C 0.654 3.668 -1.998
S 0.219 5.046 0.287
C -2.156 5.957 -2.562
H -0.174 2.881 -2.124
F -4.840 -4.490 -1.327
F -3.850 -1.525 2.179
C -4.353 -3.344 -0.788
O 1.529 5.658 0.724
F 1.913 0.116 -1.074
C -1.804 -2.446 1.442
C 2.342 0.700 0.072
F -2.566 -4.547 0.280
H -1.116 -1.601 1.550
F 1.444 -0.976 1.525
F -4.234 -3.400 4.159
C -2.827 -2.317 2.587
F -3.993 -4.379 2.244
H 1.522 4.962 -5.119
C 3.837 0.384 0.270
F -2.173 -3.648 -1.644
F 3.763 -1.680 1.711
H -4.540 -2.525 -1.488
C 1.351 3.992 -3.441
H -1.168 -3.330 1.546
C 1.436 0.344 1.248
H -2.527 -4.231 3.580
H 4.387 1.166 -0.264
C -3.343 -3.634 3.161
O 4.316 -0.835 -0.311
C -2.856 -3.475 -0.485
H 3.622 -3.350 -1.171
F -5.070 -3.108 0.334
H 1.512 3.220 -1.352
O -2.316 -2.308 0.110
F 3.069 -4.129 0.580
F 2.244 2.050 -0.138
N 0.902 4.949 -4.273
F 1.988 -2.523 -0.407

Entry 6:
The following is a quantum chemistry calculation of a molecular structure, C41H35ClMgN2Si2 in a non-equilibrium geometry, from the OMol25 dataset.

The calculation puts the HOMO energy (spin up / spin down) at -4.2 / -4.2 eV. The value obtained for the max |F| is 3.30 eV/Å. Its HOMO-LUMO gap (spin up / spin down) is 3.00 / 2.99 eV.

Element x y z (Å)
C -4.403 3.188 -3.704
H 0.489 -2.025 5.527
H 2.296 5.280 -1.105
C -4.373 1.799 -3.528
Si 2.746 -1.431 -3.579
C -3.214 1.156 -3.058
H -5.271 1.216 -3.711
Mg -0.603 -0.588 0.693
C 1.559 -5.243 2.624
N -1.363 -2.713 0.969
C -0.710 -4.939 1.781
C -1.691 -0.787 3.334
C -2.654 2.531 1.913
N 1.195 -1.762 1.339
H -3.221 0.079 -2.884
C 4.702 1.811 -2.021
C 4.445 0.706 -2.847
H 2.325 -5.853 3.109
H 2.449 -0.149 1.708
C -0.577 0.105 3.160
H -3.225 5.012 -3.566
H 4.124 2.945 -0.257
C 2.309 -1.218 1.863
C -2.067 1.904 -2.750
H 3.187 -1.300 -4.947
C 1.948 4.464 -1.745
Si -0.727 1.255 -1.553
C -0.038 -1.480 4.751
C 0.319 -5.756 2.340
H -0.561 1.052 2.595
H -1.173 3.357 0.512
H 4.120 -1.400 3.010
H 2.950 5.192 -3.500
H 1.404 0.143 4.208
H -2.705 -0.575 -0.441
H -2.278 -6.417 1.883
H -5.318 3.702 -4.014
C -3.023 -4.453 1.351
C -2.078 3.280 -3.019
C 2.313 4.418 -3.089
C -0.395 -3.594 1.378
C -2.658 0.288 0.252
H 4.929 0.595 -3.827
C -2.044 -5.374 1.675
H 2.507 1.223 0.520
H -4.334 1.563 2.977
H -4.079 -4.721 1.320
H 0.963 3.385 -0.128
H -1.997 -2.592 4.579
Cl -0.114 -0.577 -2.390
C -1.764 2.490 0.829
C 4.020 2.003 -0.814
C -1.647 1.288 0.074
C 1.085 2.371 -3.378
H -4.463 -0.278 1.282
H -1.180 3.872 -2.814
C 3.081 -3.291 2.788
C 1.153 3.444 -1.205
C 0.941 -3.081 1.617
C -1.351 -1.767 4.280
H 5.408 2.572 -2.359
C -2.645 -3.127 1.059
C 3.124 1.021 -0.362
C 0.654 2.435 -2.039
H -2.668 -0.686 2.877
C 0.445 -0.346 4.056
H -3.423 -2.380 0.890
H 3.032 -2.713 -2.862
C 3.264 -1.935 2.598
H 2.264 3.277 -4.925
H -2.698 3.394 2.585
H 3.814 -3.904 3.321
C -3.641 0.439 1.244
C 2.995 -0.170 -1.073
H 0.808 1.518 -4.007
H 2.458 -1.026 -0.647
C -3.606 1.519 2.129
H 0.087 -6.796 2.581
C 3.509 -0.251 -2.400
C 1.916 3.361 -3.900
C 1.888 -3.885 2.331
C -3.243 3.926 -3.460

What is the max |F| in the fourth record?
2.03 eV/Å

max |F| of number 4 (C5H6O)?
2.03 eV/Å

What is the max |F| in the sixth record?
3.30 eV/Å

Among the records above, which one has the lowest max |F|?
C21H28N2O4